This record from the OMol25 dataset describes the molecule C4H9N in a non-equilibrium geometry. The level of theory is the ωB97M-V functional and the def2-TZVPD basis.

Output
DFT total energy	-212.526083	hartree
largest force on an atom	1.627	eV/A
HOMO	-8.4025	eV
ΔE to the lowest compared entry with this formula, charge and spin	65.87	kJ/mol
molecular weight	71.1	g mol⁻¹
gap between HOMO and LUMO	9.52	eV
SMILES string	C=C(C)NC
charge	0

The geometry in XYZ format:
```
14
Properties=species:S:1:pos:R:3:lowdin_charge:R:1
C 0.35 0.72 -1.29 0.0300
C -0.03 0.51 -0.03 -0.4303
C -0.21 1.62 0.97 -0.0572
N -0.05 -0.77 0.59 -0.0801
C -0.08 -1.90 -0.31 -0.1401
H 0.36 1.72 -1.67 0.0502
H 0.36 -0.02 -2.08 0.0463
H 0.10 1.32 1.96 0.0693
H 0.39 2.49 0.72 0.0764
H -1.26 1.90 1.03 0.0815
H 0.73 -0.79 1.24 0.1186
H -0.95 -1.80 -0.95 0.0854
H 0.84 -1.99 -0.90 0.0751
H -0.16 -2.85 0.22 0.0746
```

This record from the OMol25 dataset describes the molecule C4H9N in a non-equilibrium geometry. The level of theory is the ωB97M-V functional and the def2-TZVPD basis.

Output
DFT total energy	-212.510294	hartree
largest force on an atom	1.842	eV/A
HOMO	-7.7994	eV
ΔE to the lowest compared entry with this formula, charge and spin	107.32	kJ/mol
molecular weight	71.1	g mol⁻¹
gap between HOMO and LUMO	8.90	eV
SMILES string	C=CNCC
charge	0

The geometry in XYZ format:
```
14
Properties=species:S:1:pos:R:3:lowdin_charge:R:1
C -0.19 -2.26 1.25 -0.0398
C 0.02 -1.20 0.44 -0.2715
N -0.79 -0.12 0.20 -0.0447
C -0.48 1.22 -0.31 -0.2625
C 0.86 1.41 -1.00 -0.1007
H 0.55 -3.04 1.18 0.0292
H -1.18 -2.51 1.59 0.0418
H 0.89 -1.34 -0.21 0.1025
H -1.41 0.03 0.98 0.1202
H -1.32 1.58 -0.90 0.1063
H -0.53 1.88 0.57 0.1066
H 1.71 0.91 -0.55 0.0667
H 0.75 1.00 -2.02 0.0776
H 1.12 2.44 -1.22 0.0682
```

This record from the OMol25 dataset describes the molecule C4H9N in a non-equilibrium geometry. The level of theory is the ωB97M-V functional and the def2-TZVPD basis.

Output
DFT total energy	-212.503002	hartree
largest force on an atom	2.415	eV/A
HOMO	-8.8259	eV
ΔE to the lowest compared entry with this formula, charge and spin	126.47	kJ/mol
molecular weight	71.1	g mol⁻¹
gap between HOMO and LUMO	10.04	eV
SMILES string	CC1CNC1
charge	0

The geometry in XYZ format:
```
14
Properties=species:S:1:pos:R:3:lowdin_charge:R:1
C -1.88 -0.03 -0.21 -0.0834
C -0.47 -0.06 0.52 -0.3434
C 0.59 -1.03 -0.01 -0.2222
N 1.59 0.06 -0.08 -0.0549
C 0.44 1.04 0.00 -0.1944
H -1.76 -0.19 -1.29 0.0543
H -2.72 -0.80 0.09 0.1001
H -2.26 1.00 -0.08 0.0672
H -0.51 0.03 1.64 0.1433
H 0.84 -1.85 0.74 0.1149
H 0.29 -1.45 -1.03 0.1204
H 2.21 0.04 -0.91 0.1017
H 0.10 1.41 -0.98 0.1132
H 0.66 1.82 0.67 0.0831
```

This record from the OMol25 dataset describes a structure of composition C4H9N in a non-equilibrium geometry. The level of theory is the ωB97M-V functional and the def2-TZVPD basis.

Output
DFT total energy	-212.408921	hartree
largest force on an atom	3.882	eV/A
HOMO	-7.5649	eV
ΔE to the lowest compared entry with this formula, charge and spin	373.48	kJ/mol
molecular weight	71.1	g mol⁻¹
gap between HOMO and LUMO	8.21	eV
charge	0

The geometry in XYZ format:
```
14
Properties=species:S:1:pos:R:3:lowdin_charge:R:1
C -1.84 -0.04 0.44 -0.1443
C -0.66 0.76 -0.10 -0.1442
C 0.50 0.01 -0.19 -0.4478
C 1.88 0.57 0.03 -0.0539
N 0.57 -1.41 -0.54 0.0874
H -2.72 0.56 0.63 0.0615
H -1.56 -0.57 1.35 0.0651
H -2.22 -0.78 -0.29 0.0611
H -0.82 1.43 -0.95 0.1040
H 2.65 -0.19 0.02 0.0729
H 2.08 1.38 -0.70 0.0906
H 1.93 1.13 0.95 0.0681
H 0.42 -1.22 0.50 0.1022
H -0.22 -1.63 -1.14 0.0773
```